The molecule C5H6N2O at a distorted geometry, computed with ωB97M-V/def2-TZVPD.

Computed properties:
Structure (SMILES): [H]/N=C\n1cccc1O
E_LUMO (Eh): 0.011

Cartesian coordinates (Å):
C1 -0.32 0.75 -0.09
C2 -1.63 0.71 0.34
C3 -1.99 -0.56 0.16
C4 -0.85 -1.51 -0.15
C5 1.50 -0.95 0.05
H1 -0.20 2.66 0.10
H2 -2.38 1.57 0.46
H3 -3.05 -0.89 0.42
H4 -0.48 -2.60 -0.44
H5 1.64 -1.97 -0.33
H6 2.16 0.88 0.52
N1 0.22 -0.57 -0.39
N2 2.34 -0.15 0.46
O1 0.51 1.84 -0.38

=====

A structure of composition C2H2N2O4 at a distorted geometry, computed with ωB97M-V/def2-TZVPD.

Computed properties:
E_LUMO (Eh): -0.013

Cartesian coordinates (Å):
C1 -1.47 -0.18 -0.15
C2 0.57 0.61 -0.19
H1 1.92 -0.76 1.06
H2 -0.82 1.98 0.13
N1 0.64 -0.77 -0.56
N2 -0.63 0.91 0.22
O1 1.47 -1.59 0.17
O2 -0.71 -1.39 -0.27
O3 -2.66 -0.08 -0.10
O4 1.69 1.27 -0.31

=====

A structure of composition C26H35BIrN10O4 at a distorted geometry, computed with ωB97M-V/def2-TZVPD.

Computed properties:
E_LUMO (alpha / beta) (Eh): -0.198 / -0.351
2S+1: 2
Net charge: +2

Cartesian coordinates (Å):
Ir1 -0.05 0.61 0.40
C1 0.37 3.60 2.39
C2 -0.88 3.38 1.60
C3 -1.94 4.27 1.46
C4 -2.84 3.67 0.60
C5 -4.15 4.18 0.10
N1 -2.34 2.47 0.27
N2 -1.15 2.28 0.89
B1 -2.87 1.38 -0.66
N3 -1.79 1.21 -1.81
N4 -0.53 0.95 -1.49
C6 0.20 0.73 -2.67
C7 1.65 0.43 -2.68
C8 -0.67 0.87 -3.71
C9 -1.92 1.17 -3.16
C10 -3.21 1.43 -3.83
N5 -2.91 0.03 0.06
N6 -1.74 -0.54 0.48
C11 -2.04 -1.75 0.98
C12 -1.06 -2.75 1.50
C13 -3.41 -1.95 0.86
C14 -3.93 -0.81 0.28
C15 -5.35 -0.49 -0.07
H1 0.15 4.19 3.27
H2 1.09 4.16 1.79
H3 0.84 2.67 2.69
H4 -2.04 5.24 1.92
H5 -4.28 5.21 0.42
H6 -4.98 3.59 0.50
H7 -4.21 4.14 -0.99
H8 -3.93 1.67 -1.13
H9 2.06 0.36 -1.69
H10 2.17 1.21 -3.25
H11 1.82 -0.52 -3.19
H12 -0.44 0.78 -4.76
H13 -3.09 1.43 -4.91
H14 -3.62 2.39 -3.51
H15 -3.94 0.67 -3.55
H16 -0.35 -3.04 0.72
H17 -1.60 -3.63 1.82
H18 -0.50 -2.37 2.36
H19 -3.96 -2.83 1.16
H20 -5.98 -1.34 0.18
H21 -5.47 -0.28 -1.13
H22 -5.70 0.38 0.48
O1 3.80 -2.79 3.11
C16 3.37 -1.82 3.90
O2 3.89 -1.52 4.94
C17 2.17 -1.05 3.44
C18 1.46 -0.18 4.26
N7 0.52 0.41 3.52
N8 0.58 -0.02 2.25
C19 1.56 -0.91 2.19
C20 1.75 -1.58 0.86
O3 2.42 -2.58 0.74
O4 1.12 -0.98 -0.11
H23 3.29 -2.86 2.27
H24 1.58 0.01 5.32
H25 -0.19 1.06 3.81
N9 1.72 1.62 0.38
C21 2.85 1.80 0.56
N10 4.11 1.97 0.75
C22 4.64 3.00 1.69
C23 5.37 2.31 2.84
C24 6.43 1.35 2.31
C25 5.81 0.32 1.37
C26 5.10 1.01 0.21
H26 3.80 3.61 2.03
H27 5.31 3.63 1.12
H28 4.64 1.76 3.45
H29 5.82 3.08 3.46
H30 6.92 0.84 3.14
H31 7.20 1.91 1.78
H32 5.08 -0.29 1.92
H33 6.56 -0.36 0.97
H34 4.59 0.31 -0.45
H35 5.81 1.59 -0.38

=====

Energy relative to the best compared isomer or geometry (same formula, charge and spin) across the listed records, respectively: 358.30; 337.80; 18.54 kJ/mol.